(1)
Density functional theory data (ωB97M-V/def2-TZVPD) for a molecular structure, C9H9N2O5PdS at a distorted geometry.

Calculated values
charge	+1
multiplicity	3
<S²>	2.022
strongest force on any atom	8.2	eV/Å
energy above the lowest of the compared OMol25 structures with the same formula, charge and spin	3.4	kcal per mole
HOMO energy (spin up / spin down)	-0.415 / -0.471	hartree
HOMO-LUMO gap (spin up / spin down)	0.2227 / 0.2201	Ha

Positions of all 27 atoms, in Å:
O 0.092 2.990 -2.747
C 0.535 2.176 -1.974
Pd 0.355 0.360 -2.422
C 1.801 -0.499 -1.398
O 2.531 -1.048 -0.697
C 1.040 2.917 -0.544
O 0.583 2.411 0.492
C 0.616 0.354 -4.380
O 0.722 0.330 -5.525
C 1.847 4.059 -0.692
O 2.570 4.435 -1.595
H 1.563 4.383 0.289
S -1.778 -0.196 -1.464
C -1.300 -0.881 0.054
N -1.743 -2.110 0.360
C -1.271 -2.869 1.518
C -1.004 -1.913 2.660
C -0.113 -0.769 2.225
N -0.534 -0.228 0.930
H -2.202 -2.595 -0.405
H -0.359 -3.421 1.253
H -2.050 -3.593 1.771
H -0.527 -2.448 3.484
H -1.952 -1.513 3.033
H 0.929 -1.110 2.137
H -0.134 0.055 2.944
H -0.216 0.726 0.694

=====

(2)
Density functional theory data (ωB97M-V/def2-TZVPD) for 2 unconnected molecules or ions with the total composition C3H7ClS at a distorted geometry.

Calculated values
multiplicity	3
<S²>	2.007
strongest force on any atom	2.1	eV/Å
energy above the lowest of the compared OMol25 structures with the same formula, charge and spin	0.0	kcal per mole
HOMO energy (spin up / spin down)	-0.258 / -0.328	hartree
HOMO-LUMO gap (spin up / spin down)	0.2910 / 0.2558	Ha

Positions of all 12 atoms, in Å:
C -1.962 0.633 0.015
C 2.597 -0.575 -0.159
C -1.646 -0.802 -0.151
S 0.847 -1.144 0.315
Cl -1.921 -1.497 -1.664
H -3.046 0.764 0.109
H -1.493 1.010 0.919
H -1.633 1.216 -0.844
H 2.656 -0.404 -1.227
H 2.816 0.324 0.404
H 3.207 -1.409 0.158
H -1.753 -1.474 0.683

=====

(3)
Density functional theory data (ωB97M-V/def2-TZVPD) for a molecular structure, C6H20FeN8O6 at a distorted geometry.

Calculated values
multiplicity	5
<S²>	6.008
strongest force on any atom	4.5	eV/Å
energy above the lowest of the compared OMol25 structures with the same formula, charge and spin	29.0	kcal per mole
HOMO energy (spin up / spin down)	-0.294 / -0.275	hartree
HOMO-LUMO gap (spin up / spin down)	0.3187 / 0.2995	Ha

Positions of all 41 atoms, in Å:
Fe -0.025 -0.098 0.197
O 1.063 -1.299 1.204
C 1.757 -2.260 0.553
C 2.601 -1.653 -0.541
O 1.814 -0.843 -1.334
H 1.071 -3.047 0.142
H 2.559 -2.824 1.191
H 3.254 -2.412 -0.935
H 3.344 -0.959 -0.074
C 2.284 1.745 1.884
O 1.351 1.863 1.094
N 2.442 0.702 2.769
N 3.259 2.726 2.192
H 2.079 -0.180 2.464
H 3.416 0.541 2.923
H 3.887 2.630 2.993
H 3.416 3.431 1.526
C -2.149 1.580 1.164
O -1.948 0.380 1.021
N -3.025 2.121 2.190
N -1.644 2.569 0.291
H -2.889 3.072 2.490
H -3.357 1.495 2.914
H -1.322 3.451 0.748
H -0.991 2.248 -0.393
C -2.388 -2.404 -0.367
O -1.250 -2.292 0.001
N -2.937 -1.674 -1.476
N -3.410 -3.151 0.308
H -2.264 -1.244 -2.225
H -3.974 -1.691 -1.540
H -3.189 -3.387 1.250
H -4.207 -3.490 -0.207
C -0.269 0.529 -2.738
O -0.379 0.789 -1.412
N -0.751 -0.475 -3.341
N 0.494 1.609 -3.392
H 1.381 -1.514 -1.846
H -0.568 -0.659 -4.325
H 0.674 1.581 -4.392
H 0.789 2.498 -2.971

=====

(4)
Density functional theory data (ωB97M-V/def2-TZVPD) for a single C24H23N3O3 molecule.

Calculated values
strongest force on any atom	0.8	eV/Å
energy above the lowest of the compared OMol25 structures with the same formula, charge and spin	23.6	kcal per mole
structure (SMILES)	COc1ccc(CCNC(=O)/C(=C/c2cccnc2)NC(=O)c2ccccc2)cc1
HOMO energy	-0.306	hartree
HOMO-LUMO gap	0.3057	Ha

Positions of all 53 atoms, in Å:
C -3.072 1.380 2.745
O -1.670 1.279 2.779
C -1.105 0.037 2.676
C -1.808 -1.145 2.479
C -1.124 -2.340 2.344
C 0.262 -2.388 2.392
C 1.001 -3.668 2.114
C 0.714 -4.143 0.677
N 0.735 -3.027 -0.238
C -0.394 -2.561 -0.784
O -1.458 -3.157 -0.777
C -0.308 -1.233 -1.498
C -1.085 -1.077 -2.585
C -1.242 0.114 -3.400
C -0.229 1.053 -3.623
C -0.491 2.158 -4.413
C -1.755 2.295 -4.967
N -2.718 1.405 -4.787
C -2.467 0.352 -4.039
N 0.356 -0.129 -0.937
C 1.579 0.011 -0.360
O 2.394 -0.890 -0.239
C 1.884 1.401 0.072
C 3.222 1.785 0.111
C 3.574 3.060 0.512
C 2.591 3.960 0.892
C 1.259 3.577 0.876
C 0.901 2.307 0.465
C 0.954 -1.204 2.617
C 0.285 -0.007 2.768
H -3.295 2.439 2.862
H -3.536 0.822 3.565
H -3.480 1.027 1.792
H -2.885 -1.151 2.416
H -1.687 -3.245 2.176
H 0.698 -4.452 2.811
H 2.072 -3.497 2.232
H 1.458 -4.884 0.370
H -0.281 -4.588 0.608
H 1.565 -2.433 -0.237
H -1.695 -1.926 -2.862
H 0.763 0.898 -3.224
H 0.276 2.893 -4.604
H -2.009 3.141 -5.591
H -3.284 -0.348 -3.922
H -0.123 0.743 -1.129
H 3.974 1.066 -0.178
H 4.613 3.351 0.532
H 2.863 4.955 1.210
H 0.494 4.270 1.193
H -0.139 2.017 0.500
H 2.034 -1.214 2.664
H 0.821 0.912 2.944

=====

Which of these has the lowest strongest force on any atom?
C24H23N3O3